[1]
C40H115N17O13 | ωB97M-V/def2-TZVPD

Values from the calculation:
Electronic energy in eV: -95292.619
E_LUMO in eV: 0.32
Kohn-Sham gap in eV: 9.091
HOMO level in eV: -8.771

Cartesian coordinates (Å):
C: 1.74 6.67 0.50
C: 2.41 7.46 -0.58
C: 1.75 7.08 -1.86
O: 2.43 7.71 -2.94
C: 1.63 7.75 -4.10
N: 2.40 8.91 -0.34
H: 1.76 5.59 0.33
H: 0.66 6.88 0.67
H: 2.27 6.98 1.41
H: 3.45 7.19 -0.66
H: 0.73 7.47 -1.77
H: 1.71 5.99 -2.07
H: 0.68 8.24 -3.90
H: 1.29 6.76 -4.43
H: 2.24 8.15 -4.89
H: 1.46 9.20 -0.05
H: 2.67 9.36 -1.22
C: 5.29 -5.04 -3.13
C: 3.79 -4.95 -3.25
C: 3.44 -4.97 -4.70
O: 1.98 -4.94 -4.84
C: 1.63 -5.09 -6.24
N: 3.18 -6.00 -2.42
H: 5.65 -6.02 -3.48
H: 5.57 -5.00 -2.10
H: 5.75 -4.40 -3.87
H: 3.35 -4.01 -2.95
H: 3.71 -5.90 -5.20
H: 3.84 -4.11 -5.20
H: 1.98 -6.06 -6.60
H: 2.14 -4.31 -6.80
H: 0.56 -4.97 -6.29
H: 3.55 -6.88 -2.70
H: 2.18 -5.92 -2.45
C: 1.34 -5.41 3.17
C: 1.67 -5.71 1.72
C: 0.42 -5.60 0.86
O: -0.60 -6.35 1.47
C: -1.65 -6.50 0.61
N: 2.73 -4.91 1.20
H: 0.89 -4.43 3.26
H: 2.19 -5.58 3.83
H: 0.58 -6.09 3.54
H: 1.97 -6.77 1.68
H: 0.67 -6.02 -0.14
H: 0.05 -4.57 0.75
H: -1.39 -6.85 -0.42
H: -2.10 -5.53 0.36
H: -2.43 -7.06 1.18
H: 3.60 -5.05 1.68
H: 2.80 -5.17 0.21
C: 6.79 3.08 3.61
C: 5.58 3.99 3.54
C: 4.36 3.20 3.23
O: 3.21 4.04 3.30
C: 2.05 3.42 2.85
N: 5.42 4.79 4.79
H: 7.64 3.79 3.69
H: 6.82 2.49 2.71
H: 6.76 2.55 4.57
H: 5.70 4.71 2.73
H: 4.27 2.45 4.00
H: 4.36 2.75 2.24
H: 1.38 4.21 2.50
H: 1.47 2.91 3.66
H: 2.27 2.65 2.10
H: 4.45 5.13 4.72
H: 5.24 4.14 5.55
C: -5.27 1.94 2.59
C: -5.77 1.33 1.32
C: -7.11 0.84 1.61
O: -7.67 0.15 0.46
C: -9.08 0.12 0.62
N: -5.61 2.17 0.12
H: -4.97 1.18 3.29
H: -6.05 2.59 2.97
H: -4.34 2.44 2.33
H: -5.11 0.44 1.22
H: -7.79 1.69 1.78
H: -7.13 0.11 2.43
H: -9.53 1.04 0.91
H: -9.39 -0.50 1.41
H: -9.37 -0.20 -0.37
H: -5.78 1.53 -0.66
H: -6.29 2.93 0.21
C: 2.27 3.34 -4.90
C: 3.13 3.39 -3.66
C: 3.21 2.04 -3.00
O: 4.03 2.07 -1.87
C: 3.49 2.81 -0.82
N: 4.49 3.89 -3.99
H: 1.22 3.21 -4.56
H: 2.45 2.52 -5.63
H: 2.28 4.29 -5.43
H: 2.72 4.11 -2.97
H: 3.65 1.24 -3.64
H: 2.22 1.75 -2.64
H: 4.02 3.76 -0.69
H: 3.78 2.24 0.06
H: 2.40 2.98 -0.96
H: 4.82 3.33 -4.77
H: 5.10 3.73 -3.21
C: -4.78 0.26 6.02
C: -3.98 -0.98 6.03
C: -2.45 -0.70 5.74
O: -2.29 -0.31 4.45
C: -1.00 0.15 4.19
N: -4.12 -1.76 7.25
H: -4.78 0.91 6.92
H: -5.84 0.06 5.81
H: -4.41 0.90 5.22
H: -4.34 -1.59 5.21
H: -1.87 -1.63 5.84
H: -2.14 0.12 6.38
H: -0.26 -0.61 4.50
H: -0.79 0.94 4.93
H: -0.84 0.49 3.19
H: -3.51 -2.55 7.30
H: -4.02 -1.19 8.09
C: 1.84 -0.36 1.96
C: 0.91 -0.80 0.74
C: 0.61 0.46 -0.07
O: -0.16 1.23 0.76
C: -0.69 2.36 0.04
N: 1.55 -1.72 -0.10
H: 2.74 0.08 1.54
H: 2.14 -1.15 2.67
H: 1.31 0.36 2.59
H: -0.04 -1.09 1.19
H: 0.05 0.30 -1.00
H: 1.56 0.97 -0.31
H: -1.46 2.12 -0.73
H: 0.10 2.90 -0.52
H: -1.18 2.96 0.80
H: 1.54 -2.65 0.28
H: 1.06 -1.69 -1.02
C: -2.83 -2.12 1.02
C: -3.91 -3.02 0.36
C: -5.28 -2.77 0.93
O: -6.11 -3.76 0.43
C: -7.43 -3.41 0.36
N: -3.87 -2.83 -1.09
H: -2.73 -2.36 2.08
H: -3.07 -1.05 0.93
H: -1.85 -2.38 0.56
H: -3.72 -4.06 0.59
H: -5.66 -1.81 0.55
H: -5.35 -2.72 2.01
H: -7.94 -4.30 -0.03
H: -7.69 -2.57 -0.31
H: -7.82 -3.13 1.35
H: -3.89 -1.83 -1.20
H: -4.74 -3.11 -1.55
C: -0.14 -0.88 -3.87
O: 0.34 0.24 -3.84
N: 0.65 -1.91 -4.26
N: -1.43 -1.00 -3.55
H: 1.62 -1.68 -4.12
H: 0.47 -2.82 -3.85
H: -1.81 -0.10 -3.36
H: -1.61 -1.79 -2.91
C: -2.64 5.07 -2.30
O: -2.62 4.19 -3.12
N: -3.20 4.98 -1.07
N: -1.88 6.21 -2.44
H: -3.67 4.11 -0.87
H: -3.42 5.80 -0.54
H: -1.20 6.12 -3.16
H: -1.35 6.52 -1.63
C: -1.09 -4.89 -2.82
O: -0.44 -3.89 -2.57
N: -2.38 -4.96 -2.53
N: -0.40 -5.89 -3.40
H: -3.00 -5.70 -2.79
H: -2.79 -4.31 -1.84
H: -0.79 -6.75 -3.69
H: 0.35 -5.53 -3.96
C: 5.36 -1.42 -0.06
O: 6.47 -0.99 0.00
N: 4.37 -0.73 -0.67
N: 5.11 -2.72 0.36
H: 4.65 0.18 -1.00
H: 3.43 -1.08 -0.75
H: 5.87 -3.02 0.92
H: 4.19 -2.94 0.69



[2]
C40H120F6O40P | ωB97M-V/def2-TZVPD

Values from the calculation:
Electronic energy in eV: -150919.199
Total charge: -1
E_LUMO in eV: 1.36
Kohn-Sham gap in eV: 8.781
HOMO level in eV: -7.425

Cartesian coordinates (Å):
P: 0.91 0.85 0.13
F: 1.22 1.62 1.53
F: 0.66 -0.50 0.95
F: -0.65 1.00 0.38
F: 0.46 0.10 -1.26
F: 0.97 2.29 -0.66
F: 2.49 0.53 0.01
C: -0.86 -3.39 6.77
C: 0.16 -2.62 7.71
O: -0.03 -1.20 7.75
O: -0.49 -3.11 5.48
H: -1.89 -3.12 7.01
H: -0.80 -4.48 6.90
H: 1.20 -2.78 7.43
H: 0.11 -3.02 8.72
H: 0.38 -0.89 6.95
H: -0.47 -2.16 5.39
C: -0.94 -3.26 -1.08
C: -2.25 -3.08 -2.01
O: -3.51 -3.04 -1.39
O: -0.81 -4.56 -0.57
H: -1.07 -2.58 -0.23
H: -0.03 -2.95 -1.59
H: -2.36 -3.87 -2.75
H: -2.13 -2.11 -2.49
H: -3.79 -3.94 -1.21
H: -1.66 -4.74 -0.16
C: 3.12 -2.74 -1.09
C: 3.09 -3.28 0.37
O: 4.42 -3.65 0.64
O: 3.55 -3.77 -1.98
H: 3.84 -1.92 -1.04
H: 2.22 -2.21 -1.41
H: 2.44 -4.15 0.44
H: 2.64 -2.60 1.09
H: 4.78 -3.77 -0.24
H: 3.46 -3.41 -2.87
C: -4.18 4.76 -2.45
C: -4.55 3.31 -2.97
O: -3.97 2.31 -2.19
O: -2.80 5.11 -2.76
H: -4.46 4.85 -1.40
H: -4.75 5.53 -2.97
H: -4.25 3.19 -4.01
H: -5.63 3.33 -2.87
H: -3.02 2.42 -2.23
H: -2.25 5.06 -1.98
C: 0.19 -6.77 1.97
C: -0.38 -5.46 2.65
O: 0.05 -5.41 4.01
O: -0.40 -7.98 2.38
H: 1.27 -6.91 2.05
H: 0.16 -6.71 0.88
H: -1.46 -5.43 2.58
H: -0.06 -4.56 2.12
H: -0.03 -4.56 4.44
H: -0.28 -7.88 3.32
C: -4.84 -0.93 -3.77
C: -6.00 -0.09 -4.26
O: -6.30 -0.09 -5.63
O: -3.66 -0.11 -3.97
H: -4.80 -1.86 -4.34
H: -4.96 -1.19 -2.71
H: -5.80 0.92 -3.90
H: -6.85 -0.27 -3.61
H: -5.49 0.20 -6.06
H: -3.63 0.59 -3.30
C: -0.25 3.55 -4.55
C: -0.71 2.39 -3.60
O: -1.25 2.71 -2.37
O: -1.49 4.10 -4.98
H: 0.38 3.12 -5.33
H: 0.39 4.26 -4.02
H: 0.15 1.78 -3.31
H: -1.42 1.77 -4.14
H: -0.60 2.53 -1.68
H: -1.80 4.50 -4.16
C: 6.60 -0.31 -2.24
C: 6.70 -0.37 -0.71
O: 7.67 -1.28 -0.24
O: 5.38 0.14 -2.82
H: 6.83 -1.32 -2.58
H: 7.49 0.15 -2.68
H: 5.76 -0.81 -0.35
H: 6.80 0.62 -0.27
H: 8.39 -1.07 -0.84
H: 5.16 1.02 -2.51
C: 5.91 0.03 4.90
C: 4.45 -0.24 4.88
O: 3.66 0.80 5.37
O: 6.49 -0.27 6.19
H: 6.21 0.99 4.48
H: 6.44 -0.68 4.26
H: 4.35 -1.10 5.54
H: 4.08 -0.51 3.90
H: 3.47 1.44 4.67
H: 6.12 0.31 6.86
C: 0.05 5.68 -0.49
C: 0.78 6.57 -1.55
O: 0.71 7.99 -1.14
O: -1.36 5.89 -0.42
H: 0.56 5.70 0.47
H: 0.08 4.65 -0.86
H: 0.31 6.48 -2.53
H: 1.81 6.22 -1.60
H: -0.09 8.37 -1.51
H: -1.56 6.69 0.07
C: -2.03 3.89 2.39
C: -3.24 3.86 1.38
O: -4.48 3.77 2.00
O: -2.20 5.02 3.26
H: -1.14 3.98 1.76
H: -1.87 3.01 3.00
H: -3.20 3.05 0.65
H: -3.14 4.81 0.85
H: -4.64 4.68 2.28
H: -1.47 5.11 3.88
C: 4.27 2.93 2.26
C: 4.10 4.50 2.10
O: 2.95 4.82 1.28
O: 3.20 2.35 3.03
H: 5.11 2.73 2.93
H: 4.40 2.42 1.30
H: 5.02 4.85 1.63
H: 4.04 4.92 3.10
H: 2.93 5.76 1.07
H: 2.42 2.41 2.47
C: -3.91 0.11 0.15
C: -3.12 0.01 1.46
O: -2.15 -1.04 1.48
O: -4.77 -0.98 0.02
H: -3.23 0.03 -0.69
H: -4.39 1.07 -0.03
H: -3.66 -0.08 2.40
H: -2.53 0.93 1.53
H: -1.33 -0.99 0.99
H: -4.32 -1.70 -0.42
C: -2.88 -2.56 -6.26
C: -1.99 -3.34 -7.23
O: -1.36 -4.42 -6.53
O: -1.94 -1.80 -5.51
H: -3.45 -3.28 -5.67
H: -3.63 -1.98 -6.80
H: -1.20 -2.74 -7.67
H: -2.65 -3.74 -8.00
H: -0.90 -4.01 -5.80
H: -2.36 -1.37 -4.76
C: 0.81 -6.54 -3.30
C: 0.72 -5.73 -4.57
O: 0.36 -4.33 -4.58
O: -0.43 -6.56 -2.58
H: 1.58 -6.17 -2.62
H: 1.05 -7.55 -3.63
H: 0.17 -6.31 -5.31
H: 1.71 -5.72 -5.03
H: 1.07 -3.71 -4.39
H: -0.49 -5.71 -2.13
C: 4.28 3.32 -1.78
C: 3.23 3.20 -2.91
O: 3.60 4.02 -3.99
O: 5.59 2.75 -2.02
H: 3.88 2.78 -0.92
H: 4.39 4.35 -1.44
H: 2.21 3.44 -2.62
H: 3.21 2.24 -3.42
H: 3.25 4.91 -3.90
H: 6.04 3.26 -2.69
C: 0.11 3.73 5.45
C: -0.39 3.05 6.73
O: 0.33 3.47 7.89
O: -0.51 5.01 5.36
H: -0.28 3.16 4.61
H: 1.20 3.80 5.47
H: -0.37 1.97 6.85
H: -1.42 3.40 6.85
H: 0.37 2.69 8.45
H: -0.27 5.62 6.06
C: -4.74 -3.40 2.68
C: -6.20 -2.95 2.30
O: -6.38 -1.57 2.23
O: -3.89 -3.44 1.56
H: -4.62 -4.43 3.04
H: -4.38 -2.73 3.46
H: -6.82 -3.25 3.15
H: -6.55 -3.47 1.41
H: -5.91 -1.22 1.47
H: -3.23 -2.74 1.64
C: -0.71 0.30 4.26
C: 0.79 0.05 4.23
O: 1.22 -0.26 5.49
O: -1.36 -0.91 4.20
H: -1.00 0.91 3.40
H: -0.98 0.89 5.14
H: 1.28 0.96 3.89
H: 1.09 -0.80 3.60
H: 2.14 -0.04 5.67
H: -1.69 -1.00 3.31
C: 1.27 -0.44 -5.51
C: 1.43 -1.38 -4.33
O: 2.40 -2.49 -4.36
O: 0.55 -1.10 -6.55
H: 2.25 -0.10 -5.85
H: 0.80 0.50 -5.24
H: 0.51 -1.85 -3.98
H: 1.65 -0.81 -3.42
H: 3.22 -2.14 -4.72
H: -0.32 -1.26 -6.17